Computed, not measured: a molecular structure, CHCaF3NO3S in a non-equilibrium geometry, with wB97M-V/def2-TZVPD.

Last column: Mulliken spin population.
CARTESIAN COORDINATES (ANGSTROEM)
Ca -0.746 2.819 0.046  1.107
O -1.798 0.935 0.562  -0.086
N -1.569 -0.253 -0.169  0.023
S -0.116 -0.176 -0.854  -0.008
O 0.373 1.242 -0.938  -0.058
O -0.077 -0.998 -2.055  -0.001
C 1.178 -0.953 0.255  0.017
F 1.237 -0.295 1.404  -0.002
F 0.839 -2.210 0.493  -0.001
F 2.365 -0.922 -0.327  0.001
H -1.686 0.809 1.584  0.007

Atoms 1-2, force components in eV/Å:
Ca 0.0 1.1 -0.1
O -0.1 0.8 3.2

Results
energy above the lowest of the compared OMol25 structures with the same formula, charge and spin = 0.0 kJ/mol
net charge = 0
multiplicity = 2
HOMO-LUMO gap (alpha / beta) = 0.2016 / 0.3438 hartree
highest occupied orbital energy (alpha / beta) = -5.797 / -9.891 eV



Computed, not measured: a molecular structure, CHCdLiO2 in a non-equilibrium geometry, with wB97M-V/def2-TZVPD.

Last column: Mulliken spin population.
CARTESIAN COORDINATES (ANGSTROEM)
O 0.695 0.969 0.660  0.073
H 0.501 1.901 0.520  -0.003
Cd 2.521 0.499 0.893  0.925
O -2.913 -1.523 -1.273  0.000
C -2.316 -0.923 -0.532  -0.001
Li -0.772 -0.055 1.036  0.005

Atoms 1-2, force components in eV/Å:
O -4.0 0.6 -0.2
H 0.0 0.1 -0.1

Results
net charge = +1
multiplicity = 2
HOMO-LUMO gap (alpha / beta) = 0.2979 / 0.3866 hartree
highest occupied orbital energy (alpha / beta) = -12.135 / -16.094 eV



Computed, not measured: 2 unconnected molecules or ions with the total composition CHCl2F2NS in a non-equilibrium geometry, with wB97M-V/def2-TZVPD.

Last column: natural (NBO) charge in e.
CARTESIAN COORDINATES (ANGSTROEM)
C 0.569 2.513 0.115  -0.099
N 0.690 -1.054 0.122  -1.088
F -0.882 -2.589 -0.896  -0.484
F -1.748 -1.040 0.850  -0.515
S -0.403 -1.980 0.572  1.661
Cl 1.338 2.334 -1.455  -0.001
Cl -1.060 2.676 -0.126  0.100
H 1.496 -0.859 0.819  0.426

Atoms 1-2, force components in eV/Å:
C 1.3 -0.2 -0.6
N 1.0 0.0 1.6

Results
energy above the lowest of the compared OMol25 structures with the same formula, charge and spin = 238.8 kJ/mol
net charge = 0
HOMO-LUMO gap = 0.3220 hartree
highest occupied orbital energy = -9.703 eV



Computed electronic energy, in the same sequence as the records: -1694.47730; -364.21114; -1611.60913 a.u..